# 1
DFT (ωB97M-V/def2-TZVPD) results for a 4-piece molecular cluster, C20H53N3O4PS overall.

Gap between HOMO and LUMO   4.53 eV
Highest occupied orbital energy   -9.097 eV
LUMO energy   -4.57 eV

The geometry in ORCA input format:
```
! RIJCOSX wB97M-V def2-TZVPD def2/J DEFGRID3
* xyz 1 1
C -4.83399 -7.13276 -0.05220
C -4.63232 -5.68550 -0.44177
O -5.78519 -4.80906 -0.06825
S -7.12589 -4.87791 -0.91410
P -8.47141 -6.00933 0.45532
O -8.03640 -7.38411 0.54593
O -9.87107 -5.67309 -0.16025
O -8.42767 -5.05023 1.68465
H -5.48767 -7.21875 0.81491
H -5.24493 -7.73833 -0.85814
H -3.86994 -7.54439 0.24641
H -3.80562 -5.21643 0.08546
H -4.49334 -5.57212 -1.51751
H -6.90934 -5.88722 -1.79035
H -10.04579 -6.17161 -0.97866
H -7.59440 -5.09726 2.18647
C -2.02326 -5.03063 3.69021
C -0.75358 -5.25188 2.88285
N -0.70850 -4.46896 1.65852
C 0.36684 -4.86824 0.76129
C 1.81322 -4.67048 1.22678
C -0.88975 -3.03314 1.82409
C 0.08646 -2.28265 2.73635
H -2.90972 -5.22699 3.08109
H -2.03970 -5.70853 4.54388
H -2.09353 -4.01553 4.08041
H -0.69997 -6.30528 2.59438
H 0.11142 -5.07099 3.53853
H 0.22332 -4.34237 -0.18690
H 0.22031 -5.93031 0.53903
H 2.11715 -3.62567 1.18909
H 2.48521 -5.22603 0.57094
H 1.96998 -5.03762 2.24123
H -1.90289 -2.86116 2.19675
H -0.87345 -2.58376 0.82749
H 0.27164 -2.81436 3.67066
H -0.33262 -1.30809 2.99420
H 1.04348 -2.09981 2.25090
C 1.44257 0.15591 -0.09416
C 0.89616 1.57008 -0.20264
N 0.23266 2.01550 1.01088
C -0.51722 3.24728 0.83529
C 0.26061 4.52808 0.51061
C 1.02386 1.92162 2.22744
C 2.36038 2.67484 2.27509
H 0.64916 -0.53683 0.19512
H 1.84562 -0.16363 -1.05608
H 2.24886 0.08103 0.63611
H 0.15481 1.60116 -1.00599
H 1.71318 2.23808 -0.51630
H -1.11222 3.41133 1.73805
H -1.24038 3.07034 0.03275
H 0.78048 4.92359 1.38221
H -0.43236 5.30068 0.17171
H 0.99068 4.37370 -0.28436
H 1.22154 0.86407 2.41925
H 0.39097 2.24825 3.05656
H 2.93033 2.54890 1.35299
H 2.97133 2.28707 3.09238
H 2.22967 3.74149 2.44885
C 3.75235 4.42733 -1.40660
C 4.49145 5.03490 -2.58796
N 3.60283 5.66973 -3.54511
C 4.25639 6.01587 -4.79536
C 5.36497 7.07517 -4.76647
C 2.70354 6.67237 -2.99830
C 3.32097 7.87398 -2.27014
H 2.99020 3.72571 -1.75071
H 4.45252 3.88626 -0.76798
H 3.27102 5.18695 -0.78996
H 5.02342 4.24019 -3.11786
H 5.26713 5.71623 -2.20201
H 3.48276 6.32813 -5.50214
H 4.67531 5.09100 -5.20384
H 4.96806 8.08257 -4.64895
H 5.91505 7.05266 -5.70886
H 6.08205 6.89364 -3.96524
H 2.01972 6.17082 -2.30891
H 2.07248 7.02710 -3.81696
H 4.12218 7.57119 -1.59433
H 2.55697 8.37019 -1.66856
H 3.72089 8.61605 -2.95914
*
```

---

# 2
DFT (ωB97M-V/def2-TZVPD) results for a 6-piece molecular cluster, C20H53N4O9 overall in a non-equilibrium geometry.

Gap between HOMO and LUMO   7.92 eV
Highest occupied orbital energy   -5.269 eV
LUMO energy   2.65 eV

The geometry in ORCA input format:
```
! RIJCOSX wB97M-V def2-TZVPD def2/J DEFGRID3
* xyz -1 1
N 8.29987 -2.72359 -18.14019
O 7.13280 -2.49614 -17.83202
O 9.04032 -1.81922 -18.61058
O 8.77117 -3.87369 -17.95289
C 12.75240 -1.84303 -19.11595
C 12.55902 -2.70869 -17.89040
C 12.02164 -1.82893 -16.72634
O 11.53964 -3.67235 -18.19393
H 12.63330 -2.39696 -20.04924
H 13.79192 -1.49999 -19.15077
H 12.04225 -1.01883 -19.19305
H 13.48289 -3.27312 -17.75663
H 11.10674 -1.36677 -17.10000
H 12.70240 -1.02614 -16.44066
H 11.74168 -2.51471 -15.92681
H 10.64878 -3.29151 -18.08811
C 6.33967 -5.43911 -20.08192
C 4.80598 -5.62685 -20.02624
C 4.36797 -6.79300 -20.89133
O 4.48883 -5.86218 -18.66206
H 6.91916 -6.36281 -20.15187
H 6.70264 -4.95121 -19.17351
H 6.70873 -4.77806 -20.86794
H 4.34705 -4.70107 -20.37588
H 3.32129 -6.96902 -20.63401
H 4.91502 -7.67861 -20.56317
H 4.51221 -6.58972 -21.95137
H 5.11043 -6.48523 -18.27707
C 9.06654 -3.43732 -14.23735
O 8.13086 -2.70435 -14.97457
C 7.58640 -1.58948 -14.28571
C 6.18692 -1.08259 -14.78129
N 5.30901 -2.24515 -14.67766
C 3.99315 -1.98526 -15.22321
C 3.05063 -3.14590 -14.80756
O 3.23047 -4.12648 -15.82037
C 2.26071 -4.14273 -16.85694
H 9.65350 -2.77892 -13.58365
H 9.83004 -3.89485 -14.86524
H 8.48846 -4.14312 -13.63314
H 8.28806 -0.76145 -14.42486
H 7.47869 -1.76086 -13.20916
H 6.37903 -0.83290 -15.82877
H 5.66985 -0.22669 -14.33280
H 5.32318 -2.61125 -13.73628
H 4.08142 -1.91311 -16.30735
H 3.57087 -1.02230 -14.89177
H 2.04841 -2.70748 -14.78510
H 3.32837 -3.46157 -13.80285
H 2.69503 -4.65204 -17.71580
H 2.09897 -3.11057 -17.18087
H 1.36134 -4.64875 -16.50154
C 7.51640 -1.39049 -21.96928
C 6.24065 -2.02346 -21.38437
C 5.39844 -0.81551 -20.89292
O 4.10355 -1.17920 -20.44821
C 4.21826 -1.64052 -19.11373
N 5.59426 -2.72687 -22.48415
H 8.14210 -0.94206 -21.19525
H 7.35821 -0.78273 -22.85678
H 8.12982 -2.24695 -22.26875
H 6.43562 -2.73271 -20.57963
H 5.38204 0.03891 -21.57385
H 6.07262 -0.37958 -20.14516
H 3.21225 -1.88501 -18.76972
H 4.61448 -0.99722 -18.32344
H 4.83363 -2.54250 -19.08766
H 4.59580 -2.84076 -22.36599
H 5.97752 -3.63446 -22.70736
C 9.61452 1.75084 -17.16853
C 9.78611 3.07045 -17.95913
C 11.17739 3.60078 -18.27263
O 11.92895 3.57164 -17.06359
C 13.18164 4.23952 -17.09363
N 9.00863 2.80087 -19.21060
H 9.70473 0.83889 -17.75428
H 8.70096 1.74706 -16.57123
H 10.32967 1.81341 -16.33880
H 9.17647 3.81270 -17.44044
H 11.18112 4.55168 -18.81307
H 11.68277 2.95212 -18.99982
H 13.72392 3.89839 -16.21231
H 13.07486 5.32458 -17.04011
H 13.74901 3.90828 -17.96694
H 9.27901 1.87448 -19.52497
H 8.05252 2.63640 -18.91623
*
```

---

# 3
DFT (ωB97M-V/def2-TZVPD) results for a 14-piece molecular cluster, C20H54BN18O31S overall in a non-equilibrium geometry.

Gap between HOMO and LUMO   8.02 eV
Highest occupied orbital energy   -11.879 eV
LUMO energy   -3.86 eV

The geometry in ORCA input format:
```
! RIJCOSX wB97M-V def2-TZVPD def2/J DEFGRID3
* xyz 1 1
C 1.05676 -3.29861 4.78626
O 1.83458 -2.28004 4.13542
C 1.99190 -1.12608 4.94406
N 1.15945 0.03253 4.52366
C 1.30524 0.67439 3.38517
N 0.37431 1.76573 3.14700
N 2.29065 0.28169 2.45205
C 2.14336 1.02831 1.15568
C 0.95082 0.38520 0.32588
S -0.45614 1.53854 -0.03698
C -1.92210 0.47358 0.21578
N -3.05166 0.70910 0.90660
N -3.73765 -0.47203 0.75633
C -3.03046 -1.34725 0.02458
O -1.82677 -0.76728 -0.36506
O 3.57229 0.49045 2.93814
B 4.40977 -0.65583 2.64529
O 4.89505 -1.50911 3.64005
O 4.71463 -0.93093 1.27982
H 1.19001 -4.27104 4.23268
H -0.03866 -3.02703 4.71971
H 1.35985 -3.50207 5.84567
H 1.67116 -1.39537 6.00030
H 3.04872 -0.77122 5.03588
H 0.43727 0.34205 5.18085
H -0.44921 1.30357 2.72251
H 0.01372 2.09191 4.05595
H 3.08623 0.92134 0.50735
H 2.03755 2.13983 1.32164
H 1.35632 0.07076 -0.67391
H 0.63765 -0.55750 0.84523
H -3.30560 -2.37619 -0.28397
H 4.50759 -2.38531 3.43892
H 4.00232 -1.51812 0.95410
C -6.94881 -0.65543 -0.57399
N -7.84171 -0.56495 -1.75830
O -8.60757 0.37968 -1.81359
O -7.74321 -1.44484 -2.59258
H -7.14616 0.18956 0.07884
H -7.16892 -1.59321 -0.06821
H -5.92341 -0.63214 -0.93452
C -11.17031 -1.48793 -2.67319
N -11.80285 -2.17939 -1.51897
O -11.22820 -2.11810 -0.44660
O -12.84910 -2.75686 -1.73001
H -10.25022 -1.01980 -2.33766
H -10.96678 -2.23829 -3.43398
H -11.87364 -0.74079 -3.03452
C 2.66059 0.48777 9.23265
N 2.44885 -0.32457 8.00492
O 1.28831 -0.57321 7.68460
O 3.43937 -0.68449 7.40826
H 1.69260 0.73628 9.65874
H 3.24494 -0.10952 9.92710
H 3.19667 1.38785 8.94135
C 1.49729 -0.72743 -4.63942
N 1.72732 -0.49407 -3.18443
O 1.73347 0.66257 -2.79291
O 1.89514 -1.47225 -2.48169
H 1.36741 0.23448 -5.12773
H 2.36840 -1.24361 -5.03046
H 0.60412 -1.33376 -4.73922
C -7.43996 2.00026 -4.56485
N -6.19701 2.77553 -4.30976
O -5.40311 2.31461 -3.51121
O -6.06300 3.81787 -4.91987
H -7.42153 1.10230 -3.95583
H -8.28275 2.63240 -4.29433
H -7.45899 1.74884 -5.62316
C -1.30877 -3.71615 -2.51683
N -0.58951 -4.08766 -3.76366
O -1.09337 -4.93928 -4.46806
O 0.45505 -3.50741 -3.98579
H -2.21725 -4.30890 -2.44866
H -0.64525 -3.92704 -1.68073
H -1.54227 -2.65467 -2.57717
C 5.92526 1.52222 -1.29577
N 4.87411 2.52686 -0.98384
O 5.22186 3.67841 -0.84275
O 3.72730 2.11511 -0.89201
H 6.88568 2.02682 -1.34658
H 5.91830 0.78158 -0.49760
H 5.67378 1.07187 -2.25387
C -5.70664 6.48822 -6.61300
N -6.46961 7.59011 -7.25757
O -6.72747 7.47616 -8.44028
O -6.78100 8.52815 -6.55042
H -5.49880 5.72475 -7.35685
H -4.78252 6.91186 -6.22618
H -6.32218 6.08797 -5.81193
C 6.20884 0.57843 12.78166
N 5.35980 0.69965 11.56765
O 4.57811 1.63361 11.51942
O 5.50992 -0.15012 10.70373
H 5.97012 1.39432 13.45791
H 5.98792 -0.38193 13.24203
H 7.24668 0.63178 12.46272
C 2.49997 4.01179 -3.59279
N 2.39229 4.29102 -5.04884
O 1.49983 5.03028 -5.41329
O 3.21061 3.75477 -5.77135
H 1.71369 4.55184 -3.07310
H 2.38889 2.93944 -3.44899
H 3.48093 4.35286 -3.26761
C 9.36037 -0.39919 10.06670
N 9.82594 -0.90070 11.38747
O 10.92038 -1.41682 11.43513
O 9.06652 -0.75465 12.33034
H 10.13164 -0.59509 9.32751
H 8.44325 -0.93009 9.81915
H 9.18285 0.66967 10.16577
C 2.02723 -3.84440 -8.31086
N 2.24623 -2.72728 -7.35562
O 3.39294 -2.38796 -7.13943
O 1.25666 -2.22692 -6.85223
H 2.99122 -4.18771 -8.67489
H 1.51243 -4.63836 -7.77331
H 1.41892 -3.46238 -9.12857
C -2.38177 -2.56102 -8.20080
N -1.65575 -2.93374 -9.44323
O -2.14924 -3.79208 -10.14449
O -0.61314 -2.34653 -9.66528
H -3.28565 -3.15957 -8.13199
H -1.71851 -2.76290 -7.36166
H -2.62297 -1.50230 -8.26745
*
```

---

# 4
DFT (ωB97M-V/def2-TZVPD) results for C20H54CuN3O14 as an isolated structure in a non-equilibrium geometry.

Gap between HOMO and LUMO (alpha / beta)   7.18 / 4.05 eV
Highest occupied orbital energy (alpha / beta)   -11.136 / -11.136 eV
LUMO energy (alpha / beta)   -3.96 / -7.08 eV

The geometry in ORCA input format:
```
! RIJCOSX wB97M-V def2-TZVPD def2/J DEFGRID3
* xyz 1 2
Cu -3.42501 -0.23060 0.48467
N -0.24166 -1.50262 0.69457
O 0.40402 -0.68663 1.27837
O -1.39837 -1.28042 0.40172
O 0.27409 -2.50380 0.29338
C 8.84186 -1.41087 2.62157
C 7.77578 -2.36844 3.18442
O 6.81259 -2.73215 2.16881
C 5.63649 -2.06647 2.05599
O 5.25532 -1.13505 2.73254
O 4.87852 -2.66902 1.16159
C 3.56030 -2.17349 0.90727
H 8.44123 -0.46164 2.26584
H 9.41779 -1.89715 1.83421
H 9.61843 -1.13087 3.33335
H 7.33251 -1.84004 4.02846
H 8.23932 -3.28576 3.54740
H 3.62598 -1.08615 0.86898
H 2.91193 -2.35674 1.76409
H 3.19708 -2.42902 -0.08816
C -2.91147 5.66330 -2.14986
O -1.63120 5.15335 -1.83470
C -0.67727 5.01628 -2.92877
C 0.55240 4.11101 -2.47631
N 0.08497 2.73174 -2.36489
C 1.14222 1.91340 -1.82617
C 0.84272 0.42924 -2.05812
O 1.05667 0.28487 -3.46317
C 1.00025 -1.06647 -3.85758
H -3.46028 5.73772 -1.21105
H -3.42253 4.88903 -2.72206
H -2.98157 6.63282 -2.64303
H -0.25725 5.98279 -3.20725
H -1.13440 4.60699 -3.82966
H 0.87921 4.49350 -1.50935
H 1.34277 4.11671 -3.22690
H -0.14078 2.28543 -3.24236
H 1.12665 2.26394 -0.79419
H 2.06650 2.21810 -2.31704
H -0.14516 0.04181 -1.80896
H 1.55083 -0.18647 -1.50353
H 1.22447 -1.03213 -4.92371
H 0.04303 -1.55947 -3.68792
H 1.77139 -1.65922 -3.36555
C -3.29367 -1.61270 -2.71340
O -3.44144 -0.50706 -1.78529
C -3.27701 0.70979 -2.50976
C -3.14424 1.84446 -1.52355
N -2.24230 1.45515 -0.44396
C -1.93538 2.51068 0.50179
C -3.17303 2.86772 1.36732
O -3.82203 1.63066 1.71765
C -5.00327 1.97267 2.50730
H -2.50122 -1.53923 -3.45821
H -4.15731 -1.75570 -3.36284
H -3.26492 -2.55733 -2.17030
H -4.16206 0.87405 -3.12441
H -2.45862 0.61403 -3.22332
H -4.10358 2.17269 -1.12351
H -2.73687 2.72888 -2.01340
H -1.39275 1.38077 -0.98509
H -1.52579 3.40101 0.02465
H -1.15423 2.22392 1.20583
H -3.76724 3.60156 0.82280
H -2.83169 3.33202 2.29252
H -4.80275 2.65318 3.33483
H -5.50805 1.17332 3.04982
H -5.68793 2.41443 1.78329
C 1.44982 -5.81305 -0.19657
O 1.80019 -4.85676 0.70115
H 2.11317 -6.67775 -0.21567
H 0.44551 -6.11720 0.09829
H 1.39558 -5.37744 -1.19427
H 1.29578 -4.06934 0.48401
C -2.37885 -5.36475 -0.14019
O -3.53338 -5.17001 -0.94259
H -1.76373 -6.10774 -0.64783
H -1.81724 -4.43077 -0.15949
H -2.56104 -5.65551 0.89440
H -4.02799 -4.43389 -0.57506
C -2.21850 -0.51834 3.51453
O -3.32782 -0.84282 2.71264
H -1.40239 -0.04410 2.96940
H -2.47522 0.09468 4.37847
H -1.83612 -1.45693 3.91570
H -3.76005 -1.56550 3.17363
C 2.46071 1.64407 3.22780
O 1.05746 1.47400 2.98624
H 2.93942 1.96239 2.30173
H 2.61450 2.46934 3.92305
H 2.90241 0.72994 3.62452
H 0.93476 0.71748 2.40813
*
```